[1]
55
Properties=species:S:1:pos:R:3:forces:R:3 method="wB97M-V/def2-TZVPD" e_tot_ha=-2294.72431 e_above_lowest_ev=0.939 e_lumo_ev=-16.27 homo_lumo_gap_ha=0.194 homo_energy_ev=-21.567 charge=+4
V -0.243982 0.763594 -0.574390 -0.2 1.2 -0.6
O 0.300856 -0.628534 0.152000 0.5 -1.0 0.3
O 1.707193 1.276562 -3.881604 -0.5 -0.3 -0.3
O 0.186393 1.066007 -2.150454 -0.8 -0.8 -0.3
N -2.061289 0.341907 -1.385406 0.0 0.1 0.3
N 0.849173 -2.792583 -0.418214 -0.1 -0.1 -0.4
N 1.375846 -1.944369 1.691377 0.1 0.3 0.3
N -1.488027 1.592018 0.745027 0.1 0.3 0.0
N 1.540949 2.102333 -0.483917 -0.5 -0.2 0.2
C 2.084211 2.282142 -1.718103 -0.2 -0.1 0.4
C -4.581651 -0.361958 -2.247668 0.0 0.0 0.0
C -3.685861 1.574537 1.663533 -0.1 0.0 0.1
C -3.135523 0.495357 -0.555780 0.3 0.1 -0.1
C 0.238886 -2.634405 -1.747653 0.0 -0.1 0.0
C -3.496795 -0.448696 -3.111623 -0.1 0.0 0.0
C 3.272353 3.497548 0.386645 0.1 0.0 0.0
C 1.349356 -4.154678 -0.067205 0.1 -0.2 0.1
C -4.394575 0.124966 -0.952821 -0.2 -0.1 0.0
C -1.920934 2.793216 2.759449 -0.1 0.0 0.1
C 0.878491 -1.857844 0.488800 0.0 0.2 0.0
C -2.801399 1.212060 0.678109 0.2 0.0 0.0
C 1.961223 -3.237478 2.156842 0.1 -0.2 0.0
C 2.440147 -4.058345 0.978607 0.0 0.1 -0.1
C 3.807717 3.671419 -0.878606 0.1 0.0 0.0
C -2.246176 -0.097718 -2.654851 0.0 0.0 0.2
C 1.401798 1.525761 -2.796569 1.5 0.9 0.2
C 1.342681 -0.856152 2.682824 0.0 -0.1 0.1
C -3.247766 2.374038 2.718708 0.0 0.0 0.0
C 2.150245 2.702160 0.555556 -0.1 -0.2 -0.2
C 3.197160 3.042271 -1.966613 0.0 0.0 0.0
C -1.066749 2.380827 1.767068 -0.1 -0.1 -0.1
H -0.036721 2.693722 1.764284 0.0 0.0 0.0
H 0.518143 -1.003163 3.380198 0.0 0.0 0.0
H 1.201417 -3.760017 2.740024 -0.1 0.0 0.0
H -1.556381 3.443024 3.544331 0.0 0.0 0.0
H -5.240406 0.239899 -0.288146 0.0 0.0 0.0
H 1.720685 -4.603745 -0.985189 0.0 0.1 0.0
H 3.577046 3.138254 -2.976819 0.0 0.0 0.0
H 0.503521 -4.752792 0.275748 -0.1 0.1 0.0
H 3.713677 3.972137 1.253637 0.0 0.0 0.0
H 0.327878 -1.613625 -2.108569 0.0 0.0 0.0
H 2.781704 -2.989879 2.826747 0.0 0.0 0.0
H 1.756285 2.535252 1.546429 0.1 0.0 0.0
H 2.700394 -5.059121 1.319597 0.0 0.0 0.0
H 0.778955 -3.269621 -2.444848 0.0 0.0 0.0
H -3.613446 -0.782093 -4.134873 0.0 0.0 0.0
H 1.260427 0.113108 2.202795 0.0 0.0 -0.1
H 2.274217 -0.878099 3.242727 0.0 0.0 0.0
H -0.804358 -2.949963 -1.734767 0.0 0.0 0.1
H -4.719322 1.258871 1.611737 0.0 0.0 0.0
H -5.573717 -0.641384 -2.584274 0.0 0.0 0.0
H -3.943451 2.682149 3.491018 0.0 0.0 0.0
H 3.341396 -3.618402 0.548308 0.0 0.0 0.0
H -1.380274 -0.170794 -3.295994 0.1 0.0 0.0
H 4.698380 4.270319 -1.027167 0.0 0.1 0.0

[2]
60
Properties=species:S:1:pos:R:3:forces:R:3 method="wB97M-V/def2-TZVPD" e_tot_ha=-1859.82878 e_lumo_ev=-0.51 homo_lumo_gap_ha=0.309 homo_energy_ev=-8.909
Tl 0.477243 0.108545 0.213032 -0.3 0.0 0.8
O -1.282857 1.378345 3.483732 -0.2 -0.1 0.2
O -5.009257 0.649145 3.655732 0.0 0.1 0.2
O -0.961457 0.819345 -1.202668 -0.2 -0.1 -0.2
O -3.611857 -0.696455 2.749332 0.0 0.0 0.0
O -0.163657 1.613445 1.582132 -0.2 0.5 -0.4
O -2.215857 1.983345 -2.587468 -0.1 0.2 -0.1
N -0.394557 -1.793055 -1.102968 -0.4 -0.6 0.1
N 2.027343 -0.294155 2.224732 0.2 -0.1 0.3
N -1.855257 -2.678855 2.940432 0.6 0.4 0.2
N -1.993257 -3.487455 -2.581568 -0.1 -0.2 -0.2
N -4.220257 0.363045 2.781632 -0.3 -0.6 0.5
N -2.014557 -3.267555 1.759632 -0.3 -0.6 -0.9
N -0.703057 -1.481855 1.565932 -0.1 0.0 -0.2
C 4.259543 1.381045 -3.361568 0.0 -0.1 0.0
C -2.943057 1.874445 -0.346168 0.0 0.0 0.0
C -0.245557 1.484845 2.853132 0.5 0.0 0.9
C -0.377757 -1.754855 -2.424668 0.0 -0.1 -0.1
C -3.741357 3.013745 -0.417368 0.1 -0.2 -0.1
C -2.011257 -3.522755 -1.263468 0.2 0.2 0.5
C 3.532443 -0.969355 -3.893468 0.1 0.0 0.0
C -1.200157 -2.600755 -3.162768 0.2 0.1 0.1
C 2.158543 0.134745 -0.920968 1.0 -0.1 -0.6
C -1.085657 -1.592555 2.819832 -0.1 -0.2 0.1
C -4.025357 1.282545 1.706232 0.1 1.0 -1.2
C 5.352143 -0.563555 -2.203268 -0.1 0.0 0.0
C -3.095857 0.999045 0.713932 -0.1 0.0 0.2
C 3.021143 0.051445 -1.758468 0.0 0.0 0.2
C -1.225157 -2.651955 -0.506768 0.0 -0.2 -0.9
C -1.972557 1.565245 -1.470068 -0.4 0.2 -0.1
C -4.659757 3.299445 0.581732 0.1 0.0 0.0
C 4.046443 -0.026755 -2.797268 0.1 0.0 -0.2
C -1.310657 -2.527355 0.932932 -0.1 0.1 1.2
C 2.281443 1.040745 2.789132 0.1 0.2 0.2
C -4.801957 2.437045 1.652532 0.0 -0.3 0.3
C 1.098643 1.493545 3.632732 -0.2 -0.1 -0.5
H 1.725243 -0.923055 2.963532 0.1 0.0 -0.1
H -2.503257 0.100045 0.768732 0.0 0.0 0.1
H 0.284243 -1.029055 -2.871868 0.0 0.1 -0.1
H -2.660057 -4.241555 -0.785868 -0.1 0.0 0.1
H -3.636357 3.654145 -1.281068 0.0 0.0 0.0
H 2.607143 -0.587155 -4.318968 -0.1 0.0 0.0
H -5.511557 2.625145 2.443932 0.0 0.0 0.0
H -5.268457 4.191545 0.522332 0.0 0.0 0.0
H 2.414243 1.732745 1.953532 0.1 0.0 0.1
H 6.117343 -0.617655 -2.974868 0.1 0.0 -0.1
H -1.229057 -2.565755 -4.240868 0.1 0.1 -0.1
H 5.203443 -1.560655 -1.794368 0.0 -0.1 0.1
H 2.883743 -0.671355 1.831632 -0.1 -0.1 -0.1
H 4.639143 2.042545 -2.586668 0.0 0.1 0.0
H 0.991043 0.872545 4.525932 0.0 0.1 0.0
H 3.199043 1.043145 3.395532 -0.2 0.1 -0.1
H 5.705643 0.094245 -1.412468 0.0 0.0 0.1
H 3.348843 -1.962855 -3.488568 0.0 -0.1 0.0
H -2.398957 -2.968455 3.740432 0.1 0.0 -0.1
H 4.976643 1.356945 -4.178968 0.1 0.0 -0.1
H 4.267943 -1.054155 -4.690668 0.1 0.0 -0.1
H 3.320443 1.783545 -3.732868 -0.1 0.1 0.0
H 1.262143 2.519445 3.967832 0.0 0.0 0.1
H -0.871557 -0.898155 3.607132 0.0 0.1 0.2